Entry 1:
Density functional theory data (the ωB97M-V functional and the def2-TZVPD basis) for one molecule with the formula C3H7N3O2 at a distorted geometry.

Calculated values
Highest occupied orbital energy = -9.3 eV
LUMO level = 0.7206 eV
Structure (SMILES) = [H]/N=C(/COC=O)NN
Relative energy (zero: lowest compared OMol25 entry of this formula, charge and spin) = 554.8 kJ/mol
Molar mass = 117.108 g/mol

```
! wB97M-V def2-TZVPD RIJCOSX def2/J DEFGRID3
* xyz 0 1
C -0.27931 -0.92080 -0.77731
C 0.99782 -0.50363 0.14670
C 0.94660 1.73483 0.15937
H -1.01104 -1.51761 1.78201
H -1.20072 0.09347 1.61717
H -2.36589 -0.78181 -0.41355
H -0.82449 -0.74391 -2.66896
H 0.88737 -0.55051 1.34479
H 1.85431 -1.20091 0.05953
H 1.43443 2.70956 -0.27405
N -1.71339 -0.71778 1.44718
N -1.52152 -0.91567 0.02554
N 0.04594 -0.98774 -2.04803
O 1.45574 0.75939 -0.59161
O 0.23903 1.55032 1.26756
*
```



Entry 2:
Density functional theory data (the ωB97M-V functional and the def2-TZVPD basis) for C4H10N2 as an isolated structure at a distorted geometry.

Calculated values
Highest occupied orbital energy = -8.7 eV
LUMO level = 1.1093 eV
Relative energy (zero: lowest compared OMol25 entry of this formula, charge and spin) = 220.6 kJ/mol
Molar mass = 86.138 g/mol

```
! wB97M-V def2-TZVPD RIJCOSX def2/J DEFGRID3
* xyz 0 1
C 0.85423 0.89182 -1.18640
C -0.44606 0.78359 -0.36172
C -0.04825 -0.14188 1.41590
C -0.73861 -0.66414 0.09452
H 0.71959 1.91331 -1.77581
H 0.97771 0.09183 -1.91444
H 1.75365 0.93580 -0.40826
H -1.28163 1.10551 -0.94362
H 0.12638 2.11733 1.29479
H 0.98561 -0.33078 1.36933
H -0.28179 -0.52148 2.49672
H -1.80742 -0.85492 0.34830
H 0.70089 -1.99933 -0.77743
H -0.81085 -2.67270 -0.08565
N -0.39233 1.24143 1.01110
N -0.31112 -1.89539 -0.57731
*
```



Entry 3:
Density functional theory data (the ωB97M-V functional and the def2-TZVPD basis) for a 2-piece molecular cluster, C4H13NO overall at a distorted geometry.

Calculated values
Highest occupied orbital energy = -9.5 eV
LUMO level = 0.9503 eV
Structure (SMILES) = CC[C@H](C)N.O
Relative energy (zero: lowest compared OMol25 entry of this formula, charge and spin) = 165.6 kJ/mol
Molar mass = 91.154 g/mol

```
! wB97M-V def2-TZVPD RIJCOSX def2/J DEFGRID3
* xyz 0 1
C 0.88790 0.73159 -1.76480
C 0.86860 -0.03235 -0.44948
C 0.72814 0.93192 0.84196
C 0.34501 -0.06356 1.85319
N -0.26099 -1.00012 -0.41072
H 1.27024 0.28763 -2.68642
H -0.06635 1.23988 -1.99057
H 1.60969 1.52746 -1.53439
H 1.87564 -0.48541 -0.16173
H 1.54908 1.69940 1.10878
H -0.06247 1.55639 0.42507
H -0.57671 -0.65968 1.71768
H 1.12841 -0.62082 2.27464
H -0.04868 0.35634 2.94118
H -0.16894 -1.74117 0.32918
H -0.31647 -1.41507 -1.33750
H -3.58602 -0.62775 -0.03696
H -2.14522 -0.63227 -0.40940
O -3.03086 -1.05240 -0.70971
*
```



Entry 4:
Density functional theory data (the ωB97M-V functional and the def2-TZVPD basis) for one molecule with the formula C3H3NO2 at a distorted geometry.

Calculated values
Highest occupied orbital energy = -11.7 eV
LUMO level = -0.3800 eV
Structure (SMILES) = COC(=O)C#N
Relative energy (zero: lowest compared OMol25 entry of this formula, charge and spin) = 182.3 kJ/mol
Molar mass = 85.062 g/mol

```
! wB97M-V def2-TZVPD RIJCOSX def2/J DEFGRID3
* xyz 0 1
C 1.04923 -0.67882 -0.51442
O 0.19768 0.45954 -0.71961
C -1.01238 0.43944 -0.13969
O -2.00595 -0.02638 -0.61436
C -1.01932 1.10210 1.18073
N -1.01232 1.57760 2.23472
H 1.81866 -0.42104 0.21773
H 0.47469 -1.54321 -0.16985
H 1.50972 -0.90922 -1.47525
*
```



Entry 5:
Density functional theory data (the ωB97M-V functional and the def2-TZVPD basis) for a 9-piece molecular cluster, C40H84O18P overall.

Calculated values
Highest occupied orbital energy = -11.1 eV
LUMO level = -2.2958 eV
Molar mass = 884.068 g/mol

```
! wB97M-V def2-TZVPD RIJCOSX def2/J DEFGRID3
* xyz 1 1
C 0.21782 2.45914 1.73557
O 1.13295 1.73468 0.91890
C 1.24729 2.21024 -0.42360
C 0.30681 1.54604 -1.45706
C -1.00849 0.95862 -0.92485
C -0.90443 -0.31795 -0.06248
C 0.37963 -1.12865 -0.23101
C 0.53261 -2.16597 0.87637
C 1.93672 -2.80472 0.86476
P 3.06970 -1.87374 1.85594
O 4.53653 -2.43346 1.79146
H 0.70986 2.71051 2.68295
H -0.67945 1.86455 1.94938
H -0.09864 3.38894 1.24665
H 1.08407 3.29592 -0.42191
H 2.29195 2.04476 -0.71753
H 0.05439 2.31118 -2.20306
H 0.85116 0.76471 -2.00459
H -1.55020 1.72744 -0.35840
H -1.64696 0.74175 -1.78985
H -1.76543 -0.95836 -0.29215
H -1.00779 -0.05359 0.99906
H 1.24225 -0.45289 -0.20269
H 0.40047 -1.64676 -1.20202
H 0.34802 -1.66950 1.84482
H -0.22391 -2.95211 0.79211
H 1.94957 -3.84412 1.21207
H 2.37032 -2.80110 -0.14515
H 2.66986 -1.89301 3.19415
H 3.02389 -0.52918 1.47029
H 4.72747 -2.86588 0.90720
O -2.45384 4.39980 -2.28540
C -1.66094 5.29055 -2.12202
O -0.71003 5.11716 -1.17671
C 0.34724 6.06458 -0.96180
C -0.06449 7.20125 -0.05269
C -1.72921 6.57828 -2.89941
H 0.73991 6.42133 -1.91345
H 1.13300 5.47292 -0.49227
H -0.84752 7.81158 -0.50242
H 0.79325 7.84359 0.14849
H -0.43564 6.81097 0.89528
H -2.45449 7.22710 -2.40452
H -2.09447 6.34764 -3.89561
H -0.78862 7.11302 -2.97870
O -2.81920 1.20960 3.65058
C -2.09356 0.52918 4.32537
O -1.24039 1.14598 5.16467
C -0.34896 0.44324 6.05351
C 0.92134 0.04872 5.33280
C -2.07489 -0.97561 4.20455
H -0.85278 -0.41018 6.50646
H -0.13402 1.15992 6.84197
H 0.71255 -0.66104 4.52665
H 1.62313 -0.41227 6.02907
H 1.39539 0.93124 4.90203
H -1.43198 -1.23269 3.36035
H -3.08262 -1.30398 3.96477
H -1.71934 -1.49807 5.08696
O -1.13295 6.34572 -6.69640
C -1.48772 5.19914 -6.66809
O -1.42204 4.54749 -5.48758
C -1.90339 3.20797 -5.28093
C -0.88084 2.17253 -5.69400
C -1.94656 4.46517 -7.90260
H -2.86101 3.05804 -5.77957
H -2.07820 3.19197 -4.20869
H -0.68017 2.20182 -6.76555
H -1.24604 1.17504 -5.44483
H 0.05885 2.33919 -5.16615
H -1.06044 4.09514 -8.42051
H -2.43861 5.18341 -8.55267
H -2.60939 3.62691 -7.71218
O -4.33028 -0.36427 -0.46002
C -4.95083 0.65007 -0.25600
O -5.61853 1.19905 -1.28278
C -6.47775 2.34391 -1.13192
C -5.70014 3.64038 -1.13981
C -4.94168 1.32388 1.09430
H -7.10073 2.23524 -0.24332
H -7.13578 2.28439 -1.99698
H -5.03739 3.72451 -0.27871
H -6.38970 4.48538 -1.12383
H -5.08626 3.70752 -2.03777
H -4.03585 1.92818 1.16290
H -4.88038 0.55291 1.85808
H -5.79546 1.96470 1.29127
O -0.07342 3.12744 8.10197
C -0.77732 4.01264 7.68438
O -1.57751 4.64964 8.55073
C -2.41267 5.75421 8.16656
C -3.71052 5.28962 7.54378
C -0.80717 4.36056 6.21702
H -1.86490 6.43502 7.51516
H -2.59931 6.27912 9.10148
H -3.54149 4.75206 6.61025
H -4.34699 6.14921 7.33108
H -4.24105 4.62938 8.22941
H -1.47873 3.65689 5.72402
H 0.19336 4.19467 5.82437
H -1.12267 5.37177 5.97985
O -11.28204 -3.29357 -0.45634
C -10.08950 -3.38983 -0.39049
O -9.38887 -2.35144 0.11824
C -7.97065 -2.39061 0.31598
C -7.20029 -2.08040 -0.94767
C -9.35754 -4.60436 -0.91081
H -7.66903 -3.34246 0.75555
H -7.79335 -1.62286 1.06909
H -7.37140 -2.83470 -1.71685
H -6.13052 -2.03879 -0.73797
H -7.50880 -1.11550 -1.35118
H -9.21450 -4.47251 -1.98421
H -10.00180 -5.46644 -0.76168
H -8.38881 -4.78593 -0.45576
O 4.66310 -3.73713 -0.50463
C 5.22148 -4.83028 -0.44863
O 6.37793 -4.95473 -1.05352
C 7.15254 -6.18626 -1.06822
C 6.64370 -7.15278 -2.10533
C 4.57206 -6.00514 0.22712
H 7.17903 -6.61096 -0.06506
H 8.15648 -5.85015 -1.31531
H 5.63026 -7.49561 -1.88989
H 7.30096 -8.01905 -2.14623
H 6.65930 -6.69475 -3.09237
H 3.87841 -6.45278 -0.48632
H 4.00055 -5.64787 1.08068
H 5.26767 -6.77098 0.55299
O 8.79557 -8.15726 -4.23196
C 9.94665 -8.07048 -3.90059
O 10.25483 -7.20485 -2.90599
C 11.59026 -7.05716 -2.39274
C 12.43141 -6.14057 -3.25284
C 11.03671 -8.85242 -4.58721
H 12.05509 -8.03319 -2.25709
H 11.44661 -6.62840 -1.40193
H 12.58185 -6.55100 -4.25125
H 13.41049 -5.99832 -2.79444
H 11.95093 -5.16735 -3.35068
H 11.33179 -8.29852 -5.47962
H 10.61214 -9.79959 -4.90805
H 11.92217 -9.03197 -3.98638
*
```



Entry 6:
Density functional theory data (the ωB97M-V functional and the def2-TZVPD basis) for an isolated ion of composition C45H44N5O3S and charge +1 at a distorted geometry.

Calculated values
Highest occupied orbital energy = -8.9 eV
LUMO level = -3.7562 eV
Molar mass = 734.946 g/mol

```
! wB97M-V def2-TZVPD RIJCOSX def2/J DEFGRID3
* xyz 1 1
C 2.55116 -1.64257 7.29911
C 1.59697 -2.55799 6.85564
C 1.12066 -2.49727 5.54288
C 1.62205 -1.55904 4.64067
C 1.04252 -1.54834 3.19058
C 2.17793 -2.02461 2.25126
C 1.89715 -2.24988 0.89631
C 2.93829 -2.39841 -0.04292
C 4.26595 -2.55391 0.38314
C 4.52552 -2.55178 1.75792
C 3.49479 -2.29383 2.67868
C 0.47083 -0.16421 2.81698
C -0.04540 0.68962 3.93793
C -0.05432 2.12616 3.57113
N -0.53049 2.28270 2.20637
C -0.81703 3.56731 1.63650
C -1.39308 3.42479 0.37078
C -1.76402 4.55864 -0.33618
C -1.48473 5.82261 0.20382
C -0.91368 5.94096 1.48891
C -0.64180 4.79726 2.22599
S -1.59430 1.76164 -0.07456
C -0.88548 1.29684 1.38256
N -0.58866 -0.08134 1.63903
C 2.60900 -0.65219 5.07940
C 3.07782 -0.70770 6.40448
H 2.91996 -1.70933 8.32138
H 1.17242 -3.30733 7.52528
H 0.34905 -3.18418 5.18174
H 0.23253 -2.29185 3.15547
H 0.85714 -2.39816 0.56416
H 2.71971 -2.39580 -1.11594
H 5.09251 -2.68729 -0.33678
H 5.53926 -2.73007 2.12771
H 3.73927 -2.34572 3.73981
H 1.23464 0.39561 2.25659
H -1.03701 0.35828 4.22314
H 0.56348 0.57581 4.82104
H -0.72674 2.70367 4.20217
H 0.94023 2.55070 3.65437
H -2.26161 4.43717 -1.30442
H -1.70590 6.72369 -0.37032
H -0.70251 6.91973 1.88966
H -0.31975 4.84538 3.27191
H 3.05079 0.07478 4.38805
H 3.84759 -0.01408 6.74643
C -1.11777 -1.52895 -6.49914
N -0.54615 -0.97633 -5.28466
C 0.28443 0.11217 -5.32828
O 0.71423 0.64109 -6.35086
C 0.56293 0.52740 -3.87194
C 0.14991 1.97691 -3.59923
C 1.05698 2.97522 -4.27550
C 0.52779 3.93591 -5.14106
C 1.38408 4.77405 -5.85810
C 2.77111 4.67997 -5.67480
C 3.29324 3.76160 -4.75303
C 2.43368 2.91923 -4.04021
N -0.22409 -0.44136 -3.10433
C -0.24953 -0.38224 -1.74868
C -1.18686 -0.95270 -0.91279
C -1.20507 -1.05938 0.53186
C -2.10866 -1.92107 1.23113
C -2.36716 -1.88023 2.62664
C -3.32024 -2.69893 3.20307
C -4.07803 -3.54462 2.38568
N -5.03630 -4.39809 3.00468
O -5.71513 -5.17195 2.29314
O -5.15178 -4.34625 4.25242
C -3.86020 -3.60757 1.01005
C -2.87195 -2.82541 0.45524
C -1.13377 -1.22930 -3.97273
C -2.56159 -0.65984 -3.93163
C -1.10559 -2.74023 -3.70347
H -0.57510 -1.13868 -7.36256
H -1.03925 -2.61985 -6.49695
H -2.17653 -1.26035 -6.59782
H 1.64452 0.38081 -3.68893
H -0.89144 2.11917 -3.93898
H 0.16629 2.13661 -2.51283
H -0.55593 3.99032 -5.26491
H 0.96676 5.49367 -6.56513
H 3.44328 5.31914 -6.25346
H 4.37072 3.69968 -4.58460
H 2.82446 2.20802 -3.30778
H 0.61123 0.16500 -1.33983
H -2.06951 -1.34874 -1.45268
H 0.24339 -0.42156 0.94270
H -1.81571 -1.18022 3.27056
H -3.49937 -2.67131 4.28736
H -4.45000 -4.26164 0.37333
H -2.66939 -2.93637 -0.60294
H -2.56206 0.36394 -4.33866
H -3.21862 -1.28505 -4.55235
H -2.95527 -0.64196 -2.91081
H -0.15367 -3.16135 -4.05934
H -1.26421 -2.96974 -2.64505
H -1.89579 -3.22509 -4.28972
*
```